P:
Below is the molecule C5H14N2, with properties calculated with the ωB97M-V functional and the def2-TZVPD basis.

Geometry (Å):
C (-1.54943, -1.42181, 1.90333)
N (-1.36807, -0.49479, 0.83484)
C (-0.25416, -0.96167, -0.11478)
C (0.22583, 0.08937, -1.06690)
C (1.14748, -0.50228, -2.25349)
N (0.97045, 1.08938, -0.26414)
C (0.70435, 2.23160, 0.71389)
H (-0.91330, -2.35695, 1.78159)
H (-2.56804, -1.91679, 1.91266)
H (-1.42348, -1.18116, 2.92253)
H (-1.20349, 0.49488, 0.93761)
H (0.49645, -1.31449, 0.61606)
H (-0.51297, -1.81264, -0.75790)
H (-0.64014, 0.57913, -1.57971)
H (0.63883, -0.97255, -3.13303)
H (1.81602, -1.17397, -1.67692)
H (1.70796, 0.45648, -2.65300)
H (1.99766, 0.80595, -0.38692)
H (1.17003, 3.22043, 0.19663)
H (-0.45393, 2.34667, 0.98056)
H (1.02736, 2.05161, 1.75263)

Properties
Spin multiplicity = 1
Total charge = 0
HOMO-LUMO gap = 9.17 eV

Q:
Below is the molecule C5H14N2, with properties calculated with the ωB97M-V functional and the def2-TZVPD basis.

Geometry (Å):
C (1.32148, -0.86004, -2.27106)
N (1.00115, 0.39975, -1.56738)
C (0.04149, 0.11201, -0.39801)
C (-1.35919, -0.25166, -0.78569)
C (0.03797, 1.15678, 0.70208)
C (-0.51245, 0.59153, 2.00883)
N (0.07667, -0.65256, 2.50149)
H (1.77898, -0.61157, -3.19428)
H (0.32197, -1.42886, -2.34873)
H (1.89013, -1.47381, -1.60092)
H (0.37254, 0.89469, -2.27012)
H (0.55053, -0.81466, -0.00066)
H (-1.28355, -0.72194, -1.87693)
H (-2.04073, -0.89319, -0.17140)
H (-2.07530, 0.58202, -1.04162)
H (-0.16134, 2.21553, 0.44602)
H (1.07448, 1.18263, 1.14606)
H (-1.61847, 0.63222, 1.96570)
H (-0.35526, 1.28532, 2.76455)
H (1.09864, -0.46601, 2.46928)
H (-0.15975, -0.87818, 3.52279)

Properties
Spin multiplicity = 1
Total charge = 0
HOMO-LUMO gap = 10.06 eV

Of them, P has the lowest stability.

P:
Below is the molecule C4H7NO, with properties calculated with the ωB97M-V functional and the def2-TZVPD basis.

Geometry (Å):
O (-1.57935, -0.84380, 0.97849)
C (-1.04705, -0.01524, -0.02736)
C (-0.17178, 1.26141, 0.23060)
N (0.89744, 0.75100, -0.68143)
C (1.38485, -0.43937, -0.00004)
C (0.14087, -0.53777, -0.79564)
H (-1.06836, -1.66359, 0.97842)
H (-1.87435, 0.28284, -0.67804)
H (0.20316, 1.47532, 1.23766)
H (-0.61994, 2.16856, -0.18294)
H (1.35502, -0.45157, 1.08958)
H (2.28335, -0.85875, -0.44268)
H (0.09615, -1.12905, -1.70662)

Properties
Spin multiplicity = 1
Total charge = 0
HOMO-LUMO gap = 10.42 eV

Q:
Below is the molecule C4H7NO, with properties calculated with the ωB97M-V functional and the def2-TZVPD basis.

Geometry (Å):
C (1.58747, 0.45467, 0.07676)
C (0.26219, 0.01957, -0.51204)
C (-0.48212, -1.07904, 0.27887)
N (-1.84641, -0.57097, 0.45628)
C (-1.81864, 0.61817, 0.02411)
O (-0.67749, 1.12326, -0.49428)
H (2.02557, 1.27754, -0.49532)
H (1.45576, 0.77938, 1.11419)
H (2.29032, -0.38589, 0.06442)
H (0.38689, -0.26101, -1.56479)
H (-0.49549, -2.03906, -0.24566)
H (-0.03030, -1.24428, 1.26628)
H (-2.65776, 1.30767, 0.03118)

Properties
Spin multiplicity = 1
Total charge = 0
HOMO-LUMO gap = 10.59 eV

R:
Below is the molecule C4H7NO, with properties calculated with the ωB97M-V functional and the def2-TZVPD basis.

Geometry (Å):
C (-1.37024, -0.75193, 0.33654)
C (-0.34318, -0.04309, -0.54402)
C (0.29421, 1.22449, 0.05168)
O (1.54220, 0.75491, 0.59409)
C (1.74742, -0.42648, -0.04002)
N (0.81978, -0.93446, -0.73473)
H (-1.69460, -1.67409, -0.15637)
H (-2.25165, -0.12422, 0.51046)
H (-0.93631, -1.02441, 1.30565)
H (-0.80125, 0.19290, -1.50864)
H (-0.28658, 1.71384, 0.83811)
H (0.53428, 1.94889, -0.73709)
H (2.73406, -0.86045, 0.10888)

Properties
Spin multiplicity = 1
Total charge = 0
HOMO-LUMO gap = 10.70 eV

S:
Below is the molecule C4H7NO, with properties calculated with the ωB97M-V functional and the def2-TZVPD basis.

Geometry (Å):
C (-0.42389, -1.09777, -2.01504)
C (0.35854, 0.15650, -1.44630)
C (-0.00884, 0.63800, -0.15775)
N (-0.20152, 1.13253, 1.00278)
C (0.35672, 0.29158, 2.18187)
O (-0.89067, 2.16817, 1.22662)
H (-0.52448, -0.99685, -3.08173)
H (0.12894, -1.97796, -1.74701)
H (-1.32930, -1.44778, -1.62573)
H (1.24029, 0.49990, -1.87257)
H (0.90859, -0.57070, 1.99021)
H (0.95241, 0.99096, 2.73484)
H (-0.56679, 0.21341, 2.80979)

Properties
Spin multiplicity = 1
Total charge = 0
HOMO-LUMO gap (alpha / beta) = 9.32 / 9.32 eV

Of them, S has the lowest stability.

P:
Below is the molecule C4H7NO, with properties calculated with the ωB97M-V functional and the def2-TZVPD basis.

Geometry (Å):
C (-1.62027, -0.13662, -0.71542)
N (-0.18459, -0.31373, -0.61683)
C (0.31519, -1.08040, 0.49720)
C (0.49098, 0.40137, 0.43981)
C (1.79486, 1.04347, 0.08357)
O (2.55816, 1.50260, 0.89880)
H (-2.07808, -1.07042, -1.05441)
H (-1.82881, 0.64022, -1.45603)
H (-2.08008, 0.16040, 0.24228)
H (-0.39431, -1.43665, 1.24639)
H (1.13921, -1.75815, 0.28553)
H (-0.11354, 0.96435, 1.15478)
H (2.00128, 1.08355, -1.00566)

Properties
Spin multiplicity = 1
Total charge = 0
HOMO-LUMO gap = 10.60 eV

Q:
Below is C4H7NO as an isolated structure, with properties calculated with the ωB97M-V functional and the def2-TZVPD basis.

Geometry (Å):
C (-0.80204, 1.37797, -0.80784)
N (0.33207, 0.51122, -0.46303)
C (0.25778, -0.76679, -0.99433)
C (0.28407, 0.01640, 0.81441)
C (1.00339, -1.01950, 1.57142)
O (0.80618, -1.10340, 2.77206)
H (-0.79057, 1.55078, -1.88476)
H (-0.76562, 2.32191, -0.26178)
H (-1.73905, 0.85343, -0.55555)
H (-0.60268, -1.40083, -0.89880)
H (0.95588, -1.00170, -1.78440)
H (-0.44196, 0.49564, 1.46724)
H (1.50255, -1.83513, 1.02536)

Properties
Spin multiplicity = 1
Total charge = 0
HOMO-LUMO gap (alpha / beta) = 7.93 / 8.21 eV

R:
Below is the molecule C4H7NO, with properties calculated with the ωB97M-V functional and the def2-TZVPD basis.

Geometry (Å):
N (-1.53708, 0.50930, -1.31604)
C (-1.21570, 0.27983, 0.00396)
O (-2.02735, -0.15378, 0.80730)
C (0.20172, 0.61557, 0.33546)
C (1.33845, -0.60424, -0.04895)
C (0.85135, -0.30433, 1.30566)
H (-1.04859, 1.26121, -1.77746)
H (-2.51858, 0.42616, -1.53385)
H (0.87461, 0.71326, -0.60639)
H (0.97333, -1.44327, -0.61808)
H (2.36866, -0.29572, -0.26073)
H (1.55786, 0.07315, 2.03381)
H (0.18131, -1.07714, 1.67531)

Properties
Spin multiplicity = 1
Total charge = 0
HOMO-LUMO gap = 9.79 eV

Of them, Q has the lowest stability.

P:
Below is the molecule C4H7NO, with properties calculated with the ωB97M-V functional and the def2-TZVPD basis.

Geometry (Å):
C (-0.35617, -1.90388, 0.16250)
C (-0.51021, -0.52030, -0.41106)
O (-0.90763, -0.28270, -1.52892)
N (-0.18880, 0.51439, 0.49197)
C (0.05456, 1.87240, -0.01815)
C (1.42308, 1.33743, 0.20032)
H (-0.45276, -2.63554, -0.64024)
H (0.61726, -2.01404, 0.65068)
H (-1.13397, -2.08236, 0.91168)
H (-0.33411, 2.63846, 0.65500)
H (-0.35363, 1.94889, -1.02578)
H (0.43831, 0.31237, 1.28221)
H (1.70408, 0.81488, -0.73022)

Properties
Spin multiplicity = 1
Total charge = 0
HOMO-LUMO gap = 9.39 eV

Q:
Below is the molecule C4H7NO, with properties calculated with the ωB97M-V functional and the def2-TZVPD basis.

Geometry (Å):
C (-1.79266, 0.39677, -0.08920)
N (-0.37941, 0.14434, -0.04341)
C (0.40987, -1.08080, -0.00759)
C (1.67029, -0.18728, 0.09553)
C (0.68661, 0.99458, 0.05410)
O (0.75593, 2.20013, 0.09195)
H (-2.27697, 0.19677, 0.87495)
H (-1.93385, 1.45131, -0.33974)
H (-2.27055, -0.21885, -0.85894)
H (0.33312, -1.68047, -0.92238)
H (0.21279, -1.71499, 0.86468)
H (2.22714, -0.26746, 1.03193)
H (2.35769, -0.23405, -0.75187)

Properties
Spin multiplicity = 1
Total charge = 0
HOMO-LUMO gap = 10.25 eV

Of them, P has the lowest stability.